Molecular formula: C27H22CdIN5O2
Method: DFT, ωB97M-V/def2-TZVPD

Calculated values
* electronic energy: -1931.77623 Ha
* molar mass: 687.82 g mol⁻¹
* E_LUMO: 0.42 eV
* total charge: 0
* HOMO level: -7.0 eV
* HOMO-LUMO gap: 7.44 eV

CARTESIAN COORDINATES (ANGSTROEM)
Cd1 0.533 0.002 -1.040
C1 -4.358 1.965 2.945
C2 -3.092 1.337 2.453
C3 -1.854 1.666 3.000
C4 -0.688 1.112 2.520
C5 -0.685 0.180 1.468
N1 0.463 -0.392 0.956
C6 1.477 -0.816 1.756
C7 1.282 -1.068 3.135
C8 2.246 -1.623 3.940
C9 3.481 -1.997 3.415
C10 4.526 -2.684 4.240
C11 3.701 -1.755 2.071
C12 2.756 -1.152 1.240
N2 3.169 -0.923 -0.097
C13 4.438 -0.664 -0.468
C14 4.482 -0.625 -1.846
C15 3.175 -0.869 -2.246
N3 2.389 -1.055 -1.182
C16 -1.947 -0.143 0.915
C17 -3.112 0.442 1.396
N4 -2.084 -1.108 -0.111
C18 -3.016 -2.075 -0.167
C19 -2.808 -2.785 -1.332
C20 -1.713 -2.169 -1.930
N5 -1.293 -1.152 -1.184
H1 -4.220 2.407 3.928
H2 -4.667 2.752 2.257
H3 -5.160 1.232 2.999
H4 -1.801 2.377 3.811
H5 0.265 1.413 2.934
H6 0.313 -0.842 3.557
H7 2.029 -1.792 4.986
H8 4.417 -2.442 5.293
H9 4.442 -3.766 4.129
H10 5.522 -2.394 3.918
H11 4.642 -2.070 1.646
H12 5.228 -0.519 0.240
H13 5.337 -0.441 -2.465
H14 2.775 -0.939 -3.246
H15 -4.051 0.196 0.921
H16 -3.751 -2.212 0.600
H17 -3.362 -3.628 -1.688
H18 -1.208 -2.425 -2.845
I1 -3.895 1.280 -6.727
C21 -2.470 1.813 -5.258
C22 -1.655 0.826 -4.732
C23 -0.765 1.154 -3.724
C24 -0.699 2.452 -3.235
C25 -1.482 3.438 -3.827
C26 -2.372 3.127 -4.838
C27 0.195 2.855 -2.058
O1 0.253 4.032 -1.756
O2 0.834 1.921 -1.459
H19 -1.712 -0.187 -5.108
H20 -0.096 0.382 -3.339
H21 -1.373 4.453 -3.476
H22 -2.985 3.895 -5.289

Forces on atoms 1 to 3 (eV/Å):
Cd -0.3 -0.2 -1.2
C 0.0 0.0 -0.1
C 0.1 -0.1 0.0